DFT (ωB97M-V with the def2-TZVPD basis set) results for a cluster of 5 separate species, C30H72P in total.

The value obtained for the HOMO energy is -12.21 eV. The molar mass is 463.9 g/mol. The value obtained for the total energy is -1527.33956 hartree.

Geometry as ORCA input:
```
! RIJCOSX wB97M-V def2-TZVPD def2/J DEFGRID3
* xyz 1 1
C -2.46558 1.00191 2.43231
P -2.94146 2.64379 3.02612
C -3.62926 3.72040 1.74400
C -5.11600 3.55082 1.38816
C -6.12395 3.37190 2.53041
C -6.30155 1.90332 2.91494
C -5.89943 4.30701 3.73291
H -1.97180 1.11867 1.47624
H -3.34990 0.38153 2.36981
H -1.81404 0.58610 3.19328
H -3.77487 2.46651 4.12642
H -1.76968 3.23428 3.50210
H -3.38819 4.74007 2.01622
H -3.03499 3.49967 0.86105
H -5.39246 4.45774 0.86040
H -5.24372 2.75256 0.66664
H -7.08350 3.65600 2.11528
H -6.92615 1.81116 3.79331
H -5.36503 1.37003 3.04941
H -6.82463 1.38808 2.11603
H -6.14623 3.80170 4.65852
H -6.53638 5.17628 3.65129
H -4.88170 4.67772 3.83908
C -3.23557 -1.24945 5.97364
C -2.00983 -1.68542 5.17413
C -1.31809 -2.92452 5.73549
C -0.75707 -2.76104 7.14837
C 0.24555 -1.61916 7.31069
C 1.49768 -1.78358 6.45326
H -2.97420 -0.97243 6.99507
H -3.71582 -0.38019 5.51306
H -3.97536 -2.04969 6.01852
H -1.29749 -0.85369 5.11450
H -2.31864 -1.90064 4.14511
H -0.51468 -3.21830 5.05466
H -2.02885 -3.75593 5.73552
H -0.27617 -3.69920 7.43758
H -1.57799 -2.61600 7.85609
H 0.53998 -1.56556 8.36101
H -0.23192 -0.66118 7.08131
H 2.01046 -2.71712 6.68989
H 2.19733 -0.96568 6.62996
H 1.26164 -1.78898 5.38708
C 1.85958 0.18864 -1.99783
C 2.32336 -1.13197 -1.39019
C 1.17338 -2.06287 -1.01214
C 0.22172 -1.51349 0.04976
C 0.88806 -1.13065 1.37104
C 1.54406 -2.30774 2.08656
H 1.26054 0.77061 -1.29374
H 2.71564 0.80217 -2.28184
H 1.26001 0.01549 -2.89389
H 2.95288 -0.93323 -0.51838
H 2.96080 -1.64759 -2.11215
H 1.58608 -3.01671 -0.67362
H 0.59323 -2.29110 -1.91167
H -0.55111 -2.26395 0.24625
H -0.30303 -0.63886 -0.35107
H 0.12442 -0.70161 2.03148
H 1.62835 -0.34258 1.20763
H 0.81454 -3.09396 2.29240
H 1.97307 -1.99206 3.03882
H 2.34979 -2.73976 1.49338
C 1.00050 -5.28507 -7.79411
C 0.32196 -5.80577 -6.53054
C -0.02427 -4.70642 -5.52809
C 1.17630 -3.93312 -4.98061
C 2.23656 -4.79227 -4.29321
C 1.71561 -5.53162 -3.06410
H 1.95678 -4.80848 -7.57348
H 1.19582 -6.10019 -8.49156
H 0.36786 -4.55477 -8.30269
H 0.95772 -6.55973 -6.05870
H -0.60042 -6.32037 -6.81102
H -0.58448 -5.14721 -4.69827
H -0.70591 -3.99464 -6.00474
H 0.81090 -3.18485 -4.26814
H 1.64844 -3.36984 -5.79024
H 3.06327 -4.14311 -3.99125
H 2.65819 -5.51040 -5.00081
H 1.32024 -4.82677 -2.32926
H 2.51732 -6.09771 -2.58785
H 0.92329 -6.23665 -3.31880
C 3.73517 4.34269 -1.44695
C 2.79586 4.49904 -2.63977
C 3.36190 3.92554 -3.93659
C 4.64784 4.58640 -4.43429
C 4.54595 6.09237 -4.67196
C 3.52829 6.47128 -5.74422
H 4.67121 4.88153 -1.59617
H 3.27600 4.73395 -0.53712
H 3.97434 3.29065 -1.27538
H 2.54299 5.55499 -2.76830
H 1.85536 3.98566 -2.41648
H 2.59567 3.98904 -4.71420
H 3.55552 2.85719 -3.79431
H 4.94728 4.09962 -5.36707
H 5.45672 4.39435 -3.72377
H 5.52956 6.46102 -4.97232
H 4.30185 6.60629 -3.73791
H 3.77233 5.99666 -6.69645
H 3.51835 7.55023 -5.90269
H 2.51630 6.17219 -5.46628
*
```